# CH7Na7O7

A molecular structure, CH7Na7O7 (ωB97M-V/def2-TZVPD, OMol25).

Last column: Löwdin spin population.
Positions of all 22 atoms, in Å:
Na1 0.271 1.958 -3.426  0.000
Na2 -2.010 1.927 -0.995  0.000
Na3 1.766 -0.862 -2.866  -0.001
Na4 -1.516 -1.260 -3.008  0.000
Na5 0.921 -2.795 -0.374  0.005
Na6 2.471 -0.391 1.917  0.000
Na7 2.883 1.560 -1.197  0.000
O1 3.123 -3.259 -0.942  0.974
H1 2.994 -2.346 -1.264  0.023
C1 0.320 0.093 -0.409  0.000
O2 1.486 -0.270 -0.338  -0.001
O3 -0.059 0.158 -1.581  0.000
O4 -0.377 0.438 0.528  0.000
O5 0.530 2.726 1.733  0.000
H2 0.282 3.386 1.085  0.000
H3 0.274 1.893 1.337  0.000
O6 -1.434 -1.011 2.824  0.000
H4 -0.788 -0.571 2.272  0.000
H5 -2.272 -0.631 2.562  0.000
O7 -3.188 0.061 0.658  0.000
H6 -3.447 -0.839 0.857  0.000
H7 -2.231 0.035 0.630  0.000

Calculated values
multiplicity = 2
E_HOMO (spin up / spin down) = -24.299 / -24.299 eV
⟨S²⟩ = 0.75
LUMO energy (spin up / spin down) = -0.722 / -0.722 hartree
DFT total energy = -1702.9340 Eh
charge = +5